[1]
This record from the Open Molecules 2025 dataset describes 2 unconnected molecules or ions with the total composition C5H10O. The level of theory is the ωB97M-V functional and the def2-TZVPD basis.

Structure (XYZ):
```
16
C5H10O, DFT the ωB97M-V functional and the def2-TZVPD basis
C 2.698 0.068 -0.509
C 0.131 0.222 1.212
C -0.721 1.033 0.252
C -1.769 -0.102 0.255
O -2.362 -0.500 -0.955
C -0.628 -1.004 0.737
H 2.803 1.051 -0.975
H 2.143 -0.596 -1.180
H 3.686 -0.356 -0.317
H 2.164 0.173 0.442
H -0.223 1.031 -0.730
H -0.961 2.067 0.520
H -2.519 0.049 1.042
H -3.072 0.121 -1.161
H -0.789 -1.824 1.443
H -0.117 -1.405 -0.151
```

The gap between HOMO and LUMO comes out at 0.3099 Ha. The energy above the lowest of the compared OMol25 structures with the same formula, charge and spin comes out at 462.38 kJ/mol. As for the HOMO energy: -8.496 eV. Its LUMO energy is -0.063 eV.

[2]
This record from the Open Molecules 2025 dataset describes a single C5H10O molecule at a distorted geometry. The level of theory is the ωB97M-V functional and the def2-TZVPD basis.

Structure (XYZ):
```
16
C5H10O, DFT the ωB97M-V functional and the def2-TZVPD basis
C 0.175 0.395 -0.182
C -1.074 -0.195 0.357
C 1.439 -0.442 -0.286
C 0.015 1.357 -1.347
C -1.037 -1.255 1.330
O -0.054 1.000 1.085
H -2.015 0.278 0.091
H 0.007 0.817 -2.295
H -0.910 1.926 -1.257
H 1.647 -0.969 0.643
H 2.286 0.218 -0.475
H 1.360 -1.164 -1.100
H 0.847 2.061 -1.350
H -1.933 -1.386 1.924
H -0.554 -2.172 1.012
H -0.198 -0.470 1.850
```

The gap between HOMO and LUMO comes out at 0.3745 Ha. The SMILES is C[C@H]1OC1(C)C. The energy above the lowest of the compared OMol25 structures with the same formula, charge and spin comes out at 272.10 kJ/mol. As for the HOMO energy: -9.244 eV. Its LUMO energy is 0.945 eV.

[3]
This record from the Open Molecules 2025 dataset describes a single C5H10O molecule. The level of theory is the ωB97M-V functional and the def2-TZVPD basis.

Structure (XYZ):
```
16
C5H10O, DFT the ωB97M-V functional and the def2-TZVPD basis
C -0.082 -2.103 -0.963
C 0.246 -1.178 0.221
C -0.748 -0.064 0.510
O -0.480 0.693 1.686
C -0.538 1.407 0.463
C 0.707 2.144 0.032
H -1.118 -2.467 -0.954
H 0.550 -3.000 -0.941
H 0.086 -1.607 -1.925
H 0.291 -1.775 1.141
H 1.251 -0.760 0.105
H -1.792 -0.383 0.437
H -1.437 2.030 0.390
H 1.557 1.475 -0.123
H 0.980 2.873 0.805
H 0.528 2.714 -0.886
```

The gap between HOMO and LUMO comes out at 0.4073 Ha. The SMILES is CC[C@H]1O[C@H]1C. The energy above the lowest of the compared OMol25 structures with the same formula, charge and spin comes out at 117.83 kJ/mol. As for the HOMO energy: -9.948 eV. Its LUMO energy is 1.135 eV.

Q: Number 2 is which compound?
A: C5H10O

Q: Which formula does entry 1 have?
A: C5H10O

Q: Look up the gap between HOMO and LUMO of the first one.
A: 0.3099 Ha

Please write out number 3 again, unchanged.
This record from the Open Molecules 2025 dataset describes a single C5H10O molecule. The level of theory is the ωB97M-V functional and the def2-TZVPD basis.

Structure (XYZ):
```
16
C5H10O, DFT the ωB97M-V functional and the def2-TZVPD basis
C -0.082 -2.103 -0.963
C 0.246 -1.178 0.221
C -0.748 -0.064 0.510
O -0.480 0.693 1.686
C -0.538 1.407 0.463
C 0.707 2.144 0.032
H -1.118 -2.467 -0.954
H 0.550 -3.000 -0.941
H 0.086 -1.607 -1.925
H 0.291 -1.775 1.141
H 1.251 -0.760 0.105
H -1.792 -0.383 0.437
H -1.437 2.030 0.390
H 1.557 1.475 -0.123
H 0.980 2.873 0.805
H 0.528 2.714 -0.886
```

The gap between HOMO and LUMO comes out at 0.4073 Ha. The SMILES is CC[C@H]1O[C@H]1C. The energy above the lowest of the compared OMol25 structures with the same formula, charge and spin comes out at 117.83 kJ/mol. As for the HOMO energy: -9.948 eV. Its LUMO energy is 1.135 eV.